Entry 1:
125
Properties=species:S:1:pos:R:3 method="wB97M-V/def2-TZVPD" total_charge=-3 orbital_gap_ev=4.26 homo_energy_ev=0.67
H 7.45 0.04 0.00
H -2.99 -1.35 -7.75
H -2.13 -0.79 3.62
C 2.27 -0.26 -0.31
H -1.64 -7.18 2.76
C 2.22 6.39 2.66
O 0.86 1.11 -1.62
O -3.23 -1.98 -5.75
H -0.11 -5.20 2.60
O 2.01 2.22 -4.31
O 0.46 0.97 -8.51
C 2.26 -1.17 0.86
C -3.41 -6.78 1.50
O -2.27 -5.16 3.06
H -3.58 2.48 3.62
O -2.53 -6.52 0.46
C -5.43 2.13 1.78
H -4.28 -6.12 1.50
H -1.21 -4.34 1.50
O -3.40 -2.89 1.47
C 1.92 1.39 -5.22
H -1.19 -2.51 -1.60
H -3.42 4.83 3.53
C 0.88 0.34 -0.70
O 1.94 -0.10 4.34
H -3.07 -6.85 3.67
H -2.05 -6.99 -1.44
H 5.09 0.43 1.54
C -3.55 -1.73 4.51
H 3.31 8.23 0.15
H 1.78 -0.82 3.74
C -0.15 -0.92 1.12
C 1.02 0.55 -7.38
H 2.08 2.56 1.40
C 2.46 -0.07 -4.90
H -3.90 -1.85 5.53
H -3.83 -7.78 1.37
C 1.86 4.96 2.23
H 3.71 -3.01 2.02
H -1.89 4.49 4.55
C -2.34 4.86 3.62
O -2.76 -2.18 -2.96
C 1.14 -1.48 1.54
H -2.53 -1.49 -0.90
H -0.74 -3.69 3.04
H -1.74 -0.44 -5.71
O 6.77 -0.21 0.62
O 1.37 -2.34 2.51
H 1.43 6.75 3.32
H -2.77 -2.17 1.57
H -1.05 2.50 3.19
C -1.74 2.82 2.40
H 4.28 7.37 1.38
C 3.34 7.37 0.82
O 4.44 2.24 -2.60
H -2.93 -3.66 1.79
H 6.50 -3.09 2.34
H 1.22 3.30 0.00
H -2.22 -2.95 -7.35
C -1.02 -4.62 2.54
Li 2.79 1.17 -2.47
H 0.98 1.78 4.66
H -0.55 1.63 -2.97
H 5.48 -1.79 2.67
H 2.25 4.23 2.93
H 3.13 6.50 3.25
H -1.39 2.55 1.41
O 3.06 -0.24 -3.85
H 2.97 3.01 -0.13
H -1.25 -2.04 -5.29
H 0.93 2.59 -6.79
C -0.30 -0.05 0.10
H -3.77 -6.89 -1.23
C -2.26 -2.30 -1.58
C 1.46 -0.86 -6.99
H 1.42 1.29 2.93
O -2.71 -0.62 4.37
H -6.00 2.30 0.86
C -2.22 -1.08 -3.68
H 3.22 -1.48 1.24
C 1.29 1.59 -6.60
C -2.07 -1.33 -5.18
H -3.16 1.13 2.72
H -4.51 -1.53 4.03
C -3.06 -2.28 -7.18
H -2.07 5.91 3.58
H 2.29 -2.19 -5.49
C 5.89 0.86 0.94
H -0.78 2.77 -1.58
O -1.24 -0.98 1.82
C -3.15 2.21 2.66
H 4.65 3.12 -2.90
O 3.24 0.08 -0.89
H -2.80 -8.27 -0.54
H -3.29 -2.68 4.05
H 5.43 -3.33 3.73
O -1.76 4.27 2.49
H -6.07 2.45 2.61
H 6.40 1.73 1.34
H -1.23 -0.76 -3.32
C 5.52 -2.88 2.75
H 5.18 1.70 -2.87
O 1.11 -1.92 -7.66
H 0.78 4.86 2.11
H -3.95 -2.81 -7.50
O 2.20 7.34 1.63
O 2.43 4.57 0.96
H -2.75 -3.12 -1.07
H -1.10 3.57 -0.33
O -4.13 2.64 1.65
H -1.27 0.37 -0.09
H -5.31 1.05 1.78
O -1.37 3.45 -1.24
C 1.12 0.98 3.93
C 2.08 -1.17 -5.79
C -2.52 -6.53 2.78
H 3.30 6.67 -0.01
H 5.45 1.20 0.00
H -0.89 2.83 -3.83
C 2.16 3.24 0.56
O -1.16 1.94 -3.64
O 4.57 -3.37 1.78
H 0.09 0.66 3.86
C -2.85 -7.20 -0.73
H -2.89 -0.23 -3.57

---

Entry 2:
16
Properties=species:S:1:pos:R:3 method="wB97M-V/def2-TZVPD" de_lowest_kj_mol=76.7 total_charge=-1 orbital_gap_ev=6.22 homo_energy_ev=-2.16 smiles=CNCCC[O-]
N -0.74 0.80 -1.01
C 1.13 -1.25 0.67
C 0.07 1.12 0.18
O 2.29 -1.94 0.62
C 1.33 0.25 0.33
H -2.70 0.18 -1.43
H 0.64 -1.26 1.67
H 1.94 0.71 1.12
H -0.15 0.25 -1.62
H 0.35 -1.63 -0.04
H 0.38 2.17 0.08
C -1.92 -0.03 -0.70
H 1.93 0.36 -0.59
H -1.72 -1.10 -0.67
H -0.54 1.10 1.09
H -2.29 0.26 0.29

---

Entry 3:
70
Properties=species:S:1:pos:R:3 method="wB97M-V/def2-TZVPD" de_lowest_kj_mol=94.1 multiplicity=2 total_charge=+1 orbital_gap_ev="6.46 / 6.80" homo_energy_ev="-10.70 / -10.71"
C -2.77 -0.22 -3.58
H 0.52 -4.44 -1.02
C 1.40 3.73 2.32
H 1.89 4.67 2.07
C 0.24 -3.49 -0.56
H 0.43 4.00 2.74
C -1.04 -2.66 2.82
H -2.18 1.62 1.49
C 0.76 1.76 -2.16
O 0.09 0.65 -1.92
H 1.61 -2.08 -2.95
C 1.87 -2.52 -1.99
H 0.31 3.40 4.71
H -2.49 -5.70 2.36
H -3.01 0.84 -3.62
S 0.37 0.33 3.88
H 0.93 3.73 0.25
C 2.97 -1.71 -1.31
H 3.91 0.56 -1.99
H -0.99 2.79 -2.80
H 2.19 2.57 0.67
H -0.90 -1.90 3.57
H -2.26 -3.89 4.05
C -2.71 -0.99 -4.73
C -1.27 -4.69 0.93
H -1.89 0.15 3.19
N 0.72 -2.40 -1.07
O -1.67 -0.32 -0.15
C -2.52 0.04 -1.10
C -1.23 1.00 3.33
H -1.33 -5.49 0.19
H -0.04 1.36 6.01
H -2.91 -0.54 -5.69
C 0.78 1.36 5.29
C -2.42 -2.35 -4.66
C -0.44 -2.49 1.57
N 2.35 -0.39 -1.07
H -1.29 2.91 2.27
H 1.63 3.25 5.85
H -2.12 -2.62 -1.29
H -2.37 -2.95 -5.55
S 0.01 1.65 0.81
H 2.15 -3.56 -2.12
C 0.08 2.87 -2.66
O 0.29 -1.38 1.33
C -1.91 -4.81 2.13
O -3.26 0.98 -0.98
H 3.26 -2.17 -0.37
C -2.20 -2.91 -3.42
Br -1.79 -4.77 -3.28
C 2.88 0.64 -1.64
C -1.78 -3.79 3.08
C 2.16 1.84 -1.96
H 2.68 5.03 -3.01
C 1.18 2.80 4.97
H 1.61 0.83 5.76
C 1.24 2.99 1.00
H 3.92 3.05 -2.20
C -0.55 -3.53 0.62
C -2.25 -2.16 -2.26
C 2.15 4.11 -2.77
H 0.22 4.89 -3.31
C -2.51 -0.80 -2.34
C 0.76 4.03 -2.94
C -1.27 1.85 2.05
H -1.63 1.58 4.16
S 2.39 2.94 3.62
C 2.84 3.02 -2.31
Re 0.37 -0.51 -0.37
H 3.85 -1.61 -1.96

---

Number 1: total energy -3073.115557 Ha. Number 2: total energy -288.362429 Ha. Number 3: total energy -5380.248944 Ha.